DFT (the ωB97M-V functional and the def2-TZVPD basis) results for a cluster of 2 separate species, C4F4N4 in total in a non-equilibrium geometry.

```
12
C4F4N4 (the ωB97M-V functional and the def2-TZVPD basis)
F 1.1338 0.9950 1.5651
F 2.6255 -0.2326 0.7558
F 0.9064 1.3845 -1.0483
F -1.5582 2.2022 -0.8640
N -1.3870 -1.8933 1.5611
N 0.6002 -1.8298 -1.9237
N -2.0594 1.1356 -0.1678
N 1.2437 -0.1061 0.8233
C -1.4635 -1.0302 0.8029
C 0.6633 -0.9436 -1.2636
C -1.4139 0.1580 0.1581
C 0.7090 0.1604 -0.3990
```

- energy relative to the best compared isomer or geometry (same formula, charge and spin) (kJ/mol) = 105.33
- Kohn-Sham gap (eV) = 8.47
- electronic energy (hartree) = -770.53618
- total charge = 0